Molecular formula: C3H7N2O
Method: DFT, wB97M-V/def2-TZVPD

Summary:
- total charge = +1
- SMILES = C=[N+](C)C(N)=O
- ΔE to the lowest compared entry with this formula, charge and spin (kcal per mole) = 40.1

The geometry in XYZ format:
```
13
Properties=species:S:1:pos:R:3:forces:R:3
C 0.00194 1.77324 -0.13314 1.2627 3.1092 -0.7368
C -0.72783 -0.37018 -0.83750 0.5971 1.6385 -2.2541
C 0.75211 -0.03442 1.18883 -2.5625 -3.1439 0.1682
N -0.56837 -1.68241 -0.79078 2.4796 -0.1451 2.8747
N 0.08371 0.53656 0.02723 0.0500 -2.3629 2.1574
O -1.35935 0.24399 -1.64799 -0.9236 -0.5166 -0.0380
H 0.51138 2.50998 0.61060 -1.0419 -1.5220 -1.4258
H -0.39898 2.09978 -1.11882 -0.2275 0.0314 1.1160
H 1.50623 -0.73281 0.88915 0.6610 -0.0897 -0.3059
H 0.01305 -0.64980 1.82413 0.8668 1.0503 -1.0614
H 1.10219 0.72220 1.76494 1.3557 2.1018 1.7073
H 0.16409 -2.26013 -0.33005 -0.9098 1.2005 -0.2575
H -1.08017 -2.15600 -1.44660 -1.6076 -1.3515 -1.9441
```
Positions in Å, forces in eV/Å.

Molecular formula: C33H64I2NO11S2
Method: DFT, wB97M-V/def2-TZVPD

Summary:
- total charge = -1
- electronic energy (eV) = -97140.989

The geometry in XYZ format:
```
113
Properties=species:S:1:pos:R:3:forces:R:3
C 11.81926 -2.25466 -2.36056 -0.0648 -0.0079 -0.0009
O 11.16245 -1.56005 -1.33237 0.1572 0.1383 0.1337
C 10.03247 -0.81320 -1.76519 -0.0834 -0.1372 0.0398
C 10.02542 0.56621 -1.13138 0.0585 -0.1187 -0.0313
C 8.96371 1.47493 -1.74858 -0.1063 0.1259 0.1497
C 7.56172 1.26173 -1.16642 0.0429 0.0387 -0.1008
C 6.51492 2.05317 -1.93422 0.2200 -0.0243 -0.1542
S 4.86591 1.99098 -1.22156 0.3481 0.2412 0.1312
O 4.22139 3.25581 -1.54387 0.1249 -0.5505 0.1943
O 5.02868 1.67105 0.19134 -0.1996 0.2346 -0.5534
N 4.34166 0.75563 -2.08962 -0.5896 0.0124 0.2662
S 2.80652 0.51644 -2.37073 -0.0696 -0.2599 -0.3899
O 2.42870 0.92372 -3.71652 0.0988 0.0579 1.0976
O 1.91043 0.85662 -1.27611 0.5087 0.1523 -0.7386
C 2.78773 -1.29354 -2.44712 0.3691 -1.3934 1.4383
I 2.07251 -1.99576 -4.26930 0.1977 -0.2918 -0.3336
C 3.08265 -2.19640 -1.46208 -0.6112 1.1028 -1.3726
C 3.03928 -3.70210 -1.60864 0.1613 0.2801 -0.1975
I 3.56058 -1.59022 0.47128 0.0114 0.2850 -0.0507
H 12.70136 -2.72708 -1.92893 -0.0418 -0.0113 0.0081
H 11.18113 -3.02827 -2.80334 0.0023 -0.0230 -0.0120
H 12.14130 -1.57323 -3.15626 0.0113 0.0022 -0.0447
H 9.13230 -1.36299 -1.48670 -0.1643 -0.0676 -0.0494
H 10.03137 -0.72674 -2.85750 0.0935 0.0702 -0.0226
H 9.83888 0.46234 -0.05738 0.1091 0.0468 -0.0271
H 11.02719 0.99045 -1.25218 -0.0697 0.0147 -0.0117
H 8.94873 1.33700 -2.83588 -0.0095 0.0075 0.0151
H 9.24639 2.51797 -1.57307 -0.0265 -0.0141 -0.0660
H 7.56076 1.57752 -0.12083 -0.0512 -0.1318 0.0026
H 7.28298 0.20281 -1.20132 0.0365 0.0635 0.1087
H 6.76995 3.11034 -2.02802 0.0232 0.0163 0.1723
H 6.41067 1.63667 -2.93650 -0.0583 0.1817 -0.0023
H 2.04083 -4.03202 -1.89881 0.0005 -0.0094 0.0401
H 3.74757 -4.00735 -2.38470 -0.1022 0.0039 -0.0557
H 3.32849 -4.19075 -0.68202 -0.0914 0.0335 0.0031
C 7.01083 -2.22606 3.85996 -0.0471 -0.0194 0.0373
C 6.93255 -3.62654 4.46698 0.0195 0.0245 -0.0262
C 5.83130 -4.25975 3.62366 -0.0253 0.0172 0.0018
O 5.91538 -3.65892 2.33647 0.0274 -0.0347 0.0268
C 6.77284 -2.51714 2.38399 0.0225 0.0155 0.0369
H 7.95979 -1.72223 4.03851 0.0081 -0.0037 0.0033
H 6.20946 -1.59653 4.25281 0.0029 -0.0039 0.0033
H 7.87668 -4.15470 4.31511 0.0006 -0.0067 -0.0055
H 6.70437 -3.63481 5.53241 -0.0125 0.0168 0.0047
H 4.84041 -4.05931 4.04817 0.0169 -0.0033 0.0258
H 5.94547 -5.34001 3.51536 -0.0144 -0.0076 -0.0065
H 7.70855 -2.76388 1.87568 0.0944 0.0329 -0.0437
H 6.29853 -1.68856 1.85810 -0.0046 -0.0451 -0.0447
C -2.04756 -2.30822 -1.66211 -0.0060 0.0813 0.0010
C -2.30731 -2.64545 -0.20013 -0.1822 -0.0550 0.1817
C -1.51072 -3.92987 -0.01332 0.0844 0.1664 -0.0824
O -0.39072 -3.80964 -0.88967 -0.0102 -0.1525 -0.0935
C -0.58562 -2.69563 -1.77838 0.0457 0.0411 0.0423
H -2.20623 -1.25404 -1.88008 -0.0307 0.0203 0.0173
H -2.68034 -2.89884 -2.33006 0.0364 -0.0625 0.0299
H -1.88384 -1.85478 0.41764 -0.0479 0.0555 0.0239
H -3.36550 -2.75652 0.04341 -0.0011 -0.0251 -0.0024
H -2.10014 -4.81769 -0.27758 0.0370 0.0063 -0.0518
H -1.13447 -4.05666 1.00409 -0.0351 -0.0124 0.0249
H 0.05261 -1.86465 -1.45822 0.0072 -0.0179 0.0087
H -0.28280 -2.99099 -2.78156 -0.0534 -0.0719 0.0480
C -1.77352 2.78911 0.21601 0.1249 -0.0398 0.0477
C -0.26936 2.49750 0.20153 -0.1059 0.0044 -0.0543
C -0.23126 1.04770 0.66127 0.1100 -0.0293 0.0726
O -1.45088 0.45463 0.18774 -0.0810 -0.1039 0.1015
C -2.34317 1.46450 -0.27491 -0.0371 0.0264 -0.0107
H -2.06642 3.62840 -0.41435 0.0149 0.0182 -0.0219
H -2.11169 2.99275 1.23650 -0.0313 -0.0114 0.0030
H 0.12850 2.57663 -0.81112 0.0291 -0.0524 0.0376
H 0.31428 3.15239 0.84627 0.0056 0.0174 0.0109
H -0.20569 0.97614 1.75600 -0.0717 0.0439 0.0417
H 0.61635 0.49901 0.25215 -0.2149 0.0860 0.1153
H -2.38362 1.43053 -1.37003 0.0075 0.0315 -0.0100
H -3.34267 1.25726 0.11175 -0.0345 0.0121 -0.0427
C -5.17993 1.10237 4.28779 0.0071 -0.0491 -0.0162
C -4.16889 0.07128 3.78381 -0.0138 0.0743 0.0137
C -4.63854 -0.14602 2.35252 0.0343 -0.0062 -0.0305
O -5.20632 1.09939 1.92734 0.0168 0.0002 0.0393
C -5.37684 1.96512 3.04743 0.0361 0.0124 -0.0155
H -4.83293 1.67667 5.14570 0.0248 0.0011 0.0061
H -6.11656 0.61081 4.56082 -0.0067 -0.0017 -0.0077
H -3.16180 0.49270 3.78885 0.0010 0.0029 -0.0169
H -4.15551 -0.85062 4.36280 -0.0137 -0.0095 0.0155
H -5.41544 -0.91746 2.29840 0.0297 -0.0322 0.0295
H -3.82499 -0.41699 1.67770 -0.0154 0.0279 -0.0393
H -4.62789 2.76377 2.99855 -0.0019 -0.0020 0.0199
H -6.36837 2.41766 2.99061 -0.0101 0.0020 -0.0125
C -6.71556 1.67202 -2.75531 -0.0193 -0.0271 0.0457
C -6.96141 1.40266 -1.26876 0.0306 0.0654 -0.0885
C -6.23576 0.08068 -1.07616 -0.0267 -0.0792 -0.0391
O -5.14436 0.08451 -1.99735 0.0533 -0.0738 -0.0397
C -5.29159 1.15351 -2.92666 0.0049 0.0563 0.0595
H -6.81365 2.72039 -3.03630 0.0014 0.0163 0.0157
H -7.40941 1.08820 -3.36538 0.0056 -0.0103 -0.0027
H -6.48930 2.17661 -0.65919 0.0105 -0.0181 0.0171
H -8.01255 1.34679 -0.99344 -0.0118 -0.0190 0.0185
H -6.88607 -0.77269 -1.30562 -0.0406 0.0368 -0.0024
H -5.84820 -0.03546 -0.06796 0.0295 -0.0022 0.0202
H -4.55804 1.93416 -2.69285 -0.0124 0.0075 -0.0147
H -5.08474 0.77913 -3.93028 0.0072 -0.0112 -0.0046
C -11.50053 3.77539 -0.11785 -0.0059 -0.0259 0.0270
C -11.71401 3.48812 1.36864 0.0238 0.0137 -0.0235
C -11.00029 2.15024 1.52450 -0.0222 0.0340 -0.0340
O -9.93087 2.15929 0.58144 0.0314 -0.0607 -0.0185
C -10.08698 3.24663 -0.33013 -0.0284 0.0494 0.0549
H -11.59709 4.82773 -0.37997 -0.0005 0.0172 0.0137
H -12.21346 3.20651 -0.71821 0.0026 -0.0098 -0.0025
H -11.22416 4.25310 1.97448 0.0108 -0.0028 0.0004
H -12.76183 3.44076 1.66123 -0.0175 -0.0017 -0.0140
H -11.67193 1.31473 1.29777 -0.0116 0.0085 0.0073
H -10.58603 1.99750 2.52166 0.0126 -0.0062 0.0049
H -9.33784 4.01244 -0.10156 -0.0092 0.0110 -0.0208
H -9.91059 2.88624 -1.34405 0.0100 -0.0161 -0.0023
```
Positions in Å, forces in eV/Å.